[1]
{
  "formula": "C22H21NO7",
  "method": "ωB97M-V with the def2-TZVPD basis set",
  "largest_force_ha_per_bohr": 0.0253,
  "lumo_ev": -0.521,
  "total_charge": 0,
  "smiles": "CCOC(=O)CCc1c(C)c2ccc(OCc3ccc([N+](=O)[O-])cc3)cc2oc1=O",
  "orbital_gap_ev": 7.85,
  "energy_ev": -38975.549,
  "relative_energy_kj_mol": 200.0,
  "elements": ["C", "C", "O", "C", "O", "C", "C", "C", "C", "C", "C", "C", "C", "C", "O", "C", "C", "C", "C", "C", "N", "O", "O", "C", "C", "C", "C", "O", "C", "O", "H", "H", "H", "H", "H", "H", "H", "H", "H", "H", "H", "H", "H", "H", "H", "H", "H", "H", "H", "H", "H"],
  "coordinates": [[-4.6900, -3.4432, 2.0262], [-4.9024, -1.9725, 1.6992], [-4.8388, -1.7376, 0.2916], [-3.6265, -1.5734, -0.2501], [-2.6023, -1.5788, 0.3826], [-3.7293, -1.3302, -1.7355], [-3.5999, 0.1765, -2.0372], [-2.2928, 0.7038, -1.5188], [-2.1063, 1.3464, -0.3371], [-3.2115, 1.6598, 0.6224], [-0.7683, 1.7487, 0.0305], [-0.4424, 2.4271, 1.2144], [0.8532, 2.7630, 1.5094], [1.8965, 2.4318, 0.6324], [3.1392, 2.8114, 1.0267], [4.2321, 2.5330, 0.1813], [4.5598, 1.0654, 0.0542], [5.2584, 0.6044, -1.0586], [5.5882, -0.7306, -1.1721], [5.2095, -1.6107, -0.1652], [5.5596, -3.0052, -0.2746], [6.1814, -3.3533, -1.2552], [5.2175, -3.7428, 0.6245], [4.5069, -1.1668, 0.9478], [4.1889, 0.1722, 1.0541], [1.6053, 1.7624, -0.5425], [0.2846, 1.4298, -0.8365], [0.0784, 0.7854, -2.0029], [-1.1669, 0.3976, -2.3986], [-1.2643, -0.1714, -3.4605], [-4.8029, -3.5997, 3.0952], [-3.6894, -3.7472, 1.7289], [-5.4171, -4.0548, 1.4977], [-5.8990, -1.6413, 1.9989], [-4.1396, -1.3623, 2.1943], [-4.6883, -1.6974, -2.0981], [-2.9139, -1.8521, -2.2368], [-4.4505, 0.7146, -1.6218], [-3.6058, 0.2948, -3.1225], [-3.2866, 2.7370, 0.7676], [-2.9938, 1.1983, 1.5841], [-4.1703, 1.2888, 0.2780], [-1.2210, 2.6931, 1.9100], [1.1003, 3.2860, 2.4192], [4.0756, 2.9754, -0.8116], [5.0778, 3.0473, 0.6532], [5.5439, 1.2963, -1.8368], [6.1298, -1.1068, -2.0262], [4.2245, -1.8744, 1.7119], [3.6480, 0.5330, 1.9154], [2.3603, 1.4694, -1.2528]],
  "atomic_forces_ev_per_a": [[0.0, 0.3, -0.2], [0.2, -0.1, 0.5], [-0.4, 0.0, -0.1], [0.1, -0.1, -0.4], [0.1, -0.1, 0.1], [0.0, 0.0, 0.1], [0.1, -0.1, 0.0], [-0.1, 0.4, 0.3], [-0.1, -0.2, -0.6], [0.0, -0.1, -0.1], [0.5, -0.1, -0.3], [0.1, -0.1, -0.2], [0.3, 0.0, 0.1], [-0.5, -0.1, -0.1], [-0.1, 0.0, 0.2], [0.3, 0.1, -0.2], [0.0, -0.1, 0.1], [-0.1, 0.1, 0.3], [0.1, -0.4, 0.1], [-0.3, 1.3, 0.1], [0.1, -0.5, 0.0], [0.1, -0.1, -0.2], [-0.1, -0.2, 0.2], [0.1, -0.3, -0.1], [0.1, 0.1, -0.1], [0.1, 0.0, -0.1], [-0.2, 0.4, 0.8], [0.2, -0.1, -0.2], [-0.2, -0.2, -0.4], [0.1, 0.1, 0.3], [0.0, 0.0, 0.1], [0.1, -0.1, 0.0], [-0.1, -0.1, 0.0], [0.1, 0.0, 0.0], [-0.2, 0.0, 0.0], [0.1, 0.0, 0.0], [0.0, 0.0, 0.1], [0.0, 0.0, 0.0], [-0.1, 0.0, 0.1], [0.0, 0.1, 0.1], [0.0, 0.0, 0.1], [-0.1, 0.0, 0.0], [-0.1, 0.0, 0.1], [0.0, 0.1, 0.1], [0.0, 0.0, 0.1], [-0.1, 0.0, -0.1], [0.0, 0.1, -0.1], [0.0, 0.0, 0.0], [0.0, 0.0, 0.0], [-0.1, 0.0, 0.1], [0.1, 0.0, -0.1]]
}

[2]
{
  "formula": "C22H22AuBrN7O11",
  "method": "ωB97M-V with the def2-TZVPD basis set",
  "largest_force_ha_per_bohr": 0.0115,
  "lumo_ev": -4.459,
  "total_charge": 1,
  "orbital_gap_ev": 7.80,
  "energy_ev": -129847.209,
  "relative_energy_kj_mol": 39.1,
  "elements": ["Au", "O", "C", "O", "C", "C", "C", "C", "C", "C", "O", "N", "O", "O", "N", "O", "O", "H", "H", "O", "C", "N", "C", "O", "C", "C", "C", "C", "N", "C", "H", "H", "H", "H", "H", "H", "H", "H", "N", "C", "C", "N", "H", "H", "H", "H", "H", "H", "H", "H", "H", "Br", "C", "C", "N", "C", "C", "C", "C", "O", "O", "H", "H", "H"],
  "coordinates": [[-0.4175, 0.3323, 0.0644], [-0.7118, -2.4245, 2.8226], [-0.6674, -1.2780, 2.4146], [0.2077, -0.9044, 1.5026], [-1.5718, -0.2249, 2.9748], [-1.6661, 0.0117, 4.3308], [-2.5391, 0.9921, 4.7680], [-3.3123, 1.7325, 3.8988], [-3.1776, 1.5003, 2.5441], [-2.3271, 0.5081, 2.0514], [-2.2618, 0.1886, 0.7510], [-3.9523, 2.3492, 1.6291], [-3.4181, 2.6701, 0.5833], [-5.0512, 2.6961, 1.9913], [-2.6473, 1.2548, 6.2158], [-1.9553, 0.5818, 6.9497], [-3.4165, 2.1213, 6.5651], [-1.0908, -0.5557, 5.0481], [-3.9948, 2.4852, 4.2665], [2.3743, 6.5762, -2.8283], [2.2503, 5.5208, -3.7579], [1.3214, 4.5883, -3.1703], [0.2369, 4.1286, -3.8332], [-0.0310, 4.3923, -4.9867], [-0.6818, 3.2190, -3.0550], [-2.0186, 3.1650, -3.4292], [-2.8721, 2.3040, -2.7654], [-2.3723, 1.5050, -1.7598], [-1.0752, 1.5487, -1.4194], [-0.2361, 2.3906, -2.0480], [3.0133, 7.2153, -3.1593], [3.2160, 5.0345, -3.9257], [1.8303, 5.8432, -4.7109], [1.4160, 4.4345, -2.1800], [-2.3583, 3.7952, -4.2405], [-3.9214, 2.2424, -3.0127], [-2.9976, 0.8263, -1.2029], [0.7960, 2.3483, -1.7437], [1.1360, -4.7054, 2.0650], [0.5919, -5.3443, 0.8145], [0.4473, -4.3392, -0.3330], [-0.8359, -3.6724, -0.4722], [1.0388, -5.3297, 2.8649], [0.6767, -3.8121, 2.3033], [2.1443, -4.4864, 1.9535], [-0.3621, -5.8022, 1.0686], [1.2970, -6.1334, 0.5560], [0.6570, -4.8694, -1.2613], [1.2351, -3.5854, -0.2335], [-1.2812, -3.4717, 0.4138], [-1.4780, -4.2208, -1.0286], [4.2177, -3.5188, 1.9108], [3.7901, -2.8883, 0.1683], [4.1875, -3.6302, -0.9319], [3.8991, -3.2555, -2.1741], [3.1993, -2.1402, -2.3411], [2.7491, -1.3489, -1.2847], [3.0690, -1.7211, 0.0115], [1.9456, -0.1274, -1.6011], [1.8093, 0.2456, -2.7408], [1.4510, 0.5490, -0.5579], [4.7552, -4.5457, -0.8100], [2.9733, -1.8452, -3.3579], [2.7680, -1.1157, 0.8550]],
  "atomic_forces_ev_per_a": [[-0.1, 0.2, -0.3], [0.5, -0.4, 0.1], [0.1, 0.1, 0.0], [-0.1, -0.2, -0.2], [0.0, 0.0, -0.2], [-0.1, -0.1, 0.0], [0.0, 0.0, 0.0], [0.0, 0.0, 0.0], [0.0, 0.0, 0.0], [0.1, 0.0, 0.0], [0.1, 0.1, 0.1], [0.0, 0.0, 0.0], [0.0, 0.0, 0.0], [0.0, 0.0, 0.0], [0.0, 0.0, 0.0], [0.0, 0.0, 0.0], [0.0, 0.0, 0.0], [0.0, 0.0, 0.0], [0.0, 0.0, 0.0], [0.0, 0.0, 0.0], [0.0, 0.0, 0.0], [0.1, -0.1, 0.0], [-0.1, 0.0, 0.0], [0.0, 0.0, 0.0], [0.0, 0.0, 0.0], [0.0, 0.0, 0.0], [0.0, 0.0, 0.0], [0.0, -0.1, -0.1], [-0.1, -0.1, 0.0], [0.0, 0.0, 0.0], [0.0, 0.0, 0.0], [0.0, 0.0, 0.0], [0.0, 0.0, 0.0], [0.0, 0.0, 0.0], [0.0, 0.0, 0.0], [0.0, 0.0, 0.0], [0.0, 0.0, 0.0], [0.0, 0.0, 0.0], [0.2, 0.1, -0.1], [0.0, -0.1, -0.1], [0.0, 0.1, 0.0], [0.0, 0.0, 0.0], [0.0, 0.0, 0.0], [-0.5, 0.2, 0.0], [-0.3, -0.1, 0.1], [0.0, 0.0, 0.0], [0.0, 0.0, 0.0], [0.0, 0.0, 0.0], [0.0, 0.0, 0.0], [0.0, 0.1, 0.1], [0.0, 0.0, 0.0], [0.2, 0.1, 0.0], [0.0, 0.0, 0.1], [0.0, 0.0, 0.0], [0.0, 0.0, 0.0], [0.0, 0.0, 0.0], [0.1, 0.0, 0.0], [0.0, 0.1, 0.0], [-0.2, 0.2, -0.4], [-0.1, -0.1, 0.1], [0.2, -0.2, 0.4], [0.0, 0.0, 0.0], [0.0, 0.0, 0.0], [-0.1, 0.0, 0.0]]
}

[3]
{
  "formula": "C22H22AuN6O3S2",
  "method": "ωB97M-V with the def2-TZVPD basis set",
  "largest_force_ha_per_bohr": 0.0664,
  "lumo_ev": [-5.822, -5.822],
  "total_charge": 1,
  "orbital_gap_ev": [4.46, 4.46],
  "energy_ev": -63610.954,
  "relative_energy_kj_mol": 171.7,
  "elements": ["Au", "N", "C", "S", "N", "N", "C", "C", "C", "C", "C", "C", "C", "C", "C", "C", "C", "C", "N", "H", "H", "H", "H", "H", "H", "H", "H", "H", "H", "H", "O", "C", "C", "C", "C", "C", "C", "C", "O", "O", "H", "H", "H", "H", "H", "C", "N", "C", "N", "S", "H", "H", "H", "H", "H", "H"],
  "coordinates": [[-1.8688, -0.4583, 1.2420], [0.7711, -3.8831, 2.1192], [0.0935, -2.7388, 1.9625], [-1.6065, -2.8952, 1.6554], [0.7746, -1.6242, 1.9920], [0.1500, -0.4675, 1.8654], [0.7892, 0.6645, 1.8542], [2.2488, 0.7080, 1.9902], [3.0272, 1.5216, 1.1655], [4.4036, 1.5162, 1.2919], [5.0214, 0.7014, 2.2281], [4.2534, -0.1235, 3.0344], [2.8780, -0.1228, 2.9170], [0.0025, 1.8785, 1.6800], [0.5515, 3.1489, 1.8534], [-0.2203, 4.2622, 1.5687], [-1.5315, 4.0907, 1.1569], [-2.0438, 2.7989, 1.1081], [-1.2923, 1.7420, 1.3485], [0.2478, -4.7386, 2.2025], [1.7249, -3.8466, 2.4457], [2.5515, 2.1393, 0.4165], [4.9973, 2.1509, 0.6529], [6.0952, 0.7106, 2.3336], [4.7209, -0.7734, 3.7563], [2.2781, -0.7508, 3.5555], [1.5633, 3.2584, 2.2064], [0.2005, 5.2501, 1.6647], [-2.1510, 4.9294, 0.8881], [-3.0783, 2.5997, 0.8518], [-2.5321, -2.1594, -1.4971], [-2.8343, -1.1760, -2.3550], [-2.3916, -1.3118, -3.6799], [-2.7391, -0.3831, -4.6320], [-3.5077, 0.7268, -4.2911], [-3.9334, 0.8872, -2.9834], [-3.5910, -0.0354, -2.0087], [-3.9363, 0.2717, -0.5673], [-4.3310, 1.3818, -0.2749], [-3.7160, -0.7017, 0.2536], [-3.0758, -2.0172, -0.6833], [-1.8267, -2.1930, -3.9363], [-2.4310, -0.5320, -5.6550], [-3.7650, 1.4665, -5.0322], [-4.5185, 1.7392, -2.6778], [1.4545, -3.0100, -1.2252], [0.4563, -1.9665, -1.3058], [0.7295, -0.6745, -1.4066], [1.9866, -0.2317, -1.5013], [-0.5330, 0.4585, -1.3953], [0.9497, -3.9709, -1.2000], [2.0452, -2.9009, -0.3122], [2.1167, -2.9842, -2.0945], [-0.5262, -2.2288, -1.2513], [2.7695, -0.8518, -1.6257], [2.1288, 0.7486, -1.6690]],
  "atomic_forces_ev_per_a": [[1.7, -0.7, -0.1], [-0.2, -0.3, 0.1], [0.5, 1.2, -0.2], [-1.0, 1.8, -0.3], [0.7, -1.4, 0.3], [-2.4, 0.6, -0.6], [0.0, -0.4, 0.1], [0.3, -0.2, 0.1], [-0.2, -0.1, 0.0], [0.1, 0.1, -0.1], [-0.1, 0.0, 0.0], [0.0, 0.0, 0.0], [0.0, 0.2, 0.1], [0.2, 0.8, 0.1], [-0.2, -0.5, 0.0], [-0.4, 0.0, -0.1], [0.4, -0.1, 0.1], [-0.5, 0.2, -0.2], [-0.6, -1.1, 0.2], [0.2, -0.1, 0.0], [-0.1, 0.0, 0.0], [0.0, 0.0, 0.0], [0.1, 0.1, -0.1], [0.1, 0.0, 0.0], [0.1, 0.0, 0.1], [0.1, 0.0, 0.1], [0.1, 0.0, 0.0], [0.0, 0.1, 0.0], [-0.1, 0.0, 0.0], [0.0, 0.0, -0.1], [0.0, -0.7, 0.9], [-0.8, 0.9, -1.4], [-0.3, -0.3, 0.7], [-0.1, 0.2, 0.1], [-0.1, 0.1, 0.2], [0.3, 0.0, -0.4], [-0.1, -0.9, 0.8], [-0.1, 1.6, -3.0], [0.0, -0.1, 0.7], [1.3, -1.2, 2.7], [0.3, 0.0, -0.6], [0.1, -0.1, -0.1], [0.1, 0.0, -0.1], [-0.1, 0.0, -0.1], [-0.1, 0.1, 0.0], [0.2, 0.1, 0.0], [0.1, -0.5, 0.1], [-0.9, 0.7, 0.0], [0.6, -0.5, -0.1], [0.4, 0.3, 0.2], [0.0, 0.0, 0.0], [0.1, 0.0, 0.0], [0.0, -0.1, 0.0], [0.1, 0.3, -0.1], [0.0, 0.0, 0.0], [-0.1, 0.0, 0.0]]
}

[4]
{
  "formula": "C22H22ClHfN7O16S",
  "method": "ωB97M-V with the def2-TZVPD basis set",
  "largest_force_ha_per_bohr": 0.0119,
  "lumo_ev": -1.682,
  "total_charge": 0,
  "orbital_gap_ev": 7.50,
  "energy_ev": -91019.998,
  "relative_energy_kj_mol": 0.0,
  "elements": ["Hf", "C", "C", "N", "C", "C", "N", "C", "O", "O", "C", "O", "O", "H", "H", "H", "H", "H", "O", "Cl", "O", "O", "O", "O", "N", "O", "C", "C", "C", "C", "O", "C", "C", "N", "O", "O", "N", "O", "O", "H", "H", "N", "C", "S", "N", "C", "C", "C", "C", "C", "C", "H", "H", "H", "H", "H", "H", "H", "H", "C", "C", "C", "O", "H", "H", "H", "H", "H", "H", "H"],
  "coordinates": [[0.2856, -0.9195, 0.2002], [-3.5851, -2.1428, 0.2053], [-2.5275, -2.8728, -0.5391], [-1.2433, -2.5639, -0.5932], [-0.6311, -3.5167, -1.3657], [-1.5544, -4.4128, -1.8048], [-2.7432, -3.9881, -1.2676], [-1.5106, -5.6039, -2.6875], [-0.3265, -5.9479, -3.1518], [-2.5345, -6.1844, -2.9541], [0.8242, -3.3719, -1.5958], [1.4467, -4.2093, -2.2440], [1.3048, -2.2963, -1.0864], [-3.1803, -1.2227, 0.6166], [-3.9639, -2.7541, 1.0257], [-4.4191, -1.8970, -0.4524], [-3.6197, -4.4611, -1.4325], [0.3935, -5.3240, -2.8465], [-1.3387, 2.3962, -1.3872], [-1.4636, 1.4424, -0.3566], [-2.6177, 1.6174, 0.4339], [-0.2477, 1.3663, 0.4676], [-1.4932, 0.0520, -0.9463], [-0.1242, -1.0745, 8.0898], [0.4751, -1.7269, 7.2600], [1.3610, -2.5209, 7.4987], [0.1189, -1.5121, 5.8544], [-0.8828, -0.5981, 5.5393], [-1.1848, -0.3999, 4.2236], [-0.5759, -1.0928, 3.1484], [-0.9446, -0.8636, 1.9400], [0.4143, -2.0263, 3.5535], [0.7709, -2.2227, 4.8804], [1.0600, -2.8810, 2.5807], [1.9923, -3.5578, 2.9133], [0.5770, -2.9382, 1.4353], [-2.1892, 0.6211, 3.8916], [-3.3308, 0.4052, 4.2453], [-1.7915, 1.6049, 3.3148], [-1.3955, -0.0545, 6.3204], [1.5350, -2.9394, 5.1405], [2.1013, -0.5802, -4.1518], [1.1863, -0.2805, -3.2321], [1.6165, 0.5880, -1.8359], [-0.0876, -0.6498, -3.4306], [-0.6422, -1.5325, -4.3941], [0.0273, -2.6615, -4.8521], [-0.6151, -3.5258, -5.7286], [-1.9181, -3.2834, -6.1348], [-2.5842, -2.1595, -5.6643], [-1.9493, -1.2818, -4.8022], [3.0557, -0.3276, -3.9664], [1.8501, -0.9626, -5.0490], [-0.7448, -0.2218, -2.7906], [1.0158, -2.9065, -4.4872], [-0.0972, -4.4133, -6.0668], [-2.4157, -3.9723, -6.8035], [-3.6025, -1.9618, -5.9720], [-2.4611, -0.4000, -4.4351], [2.6080, 1.6025, 2.1105], [2.8874, 0.1206, 1.9395], [4.1808, -0.1543, 1.1949], [1.8182, -0.4822, 1.2348], [3.3989, 2.0725, 2.6970], [1.6546, 1.7617, 2.6160], [2.5613, 2.0894, 1.1344], [2.9345, -0.3534, 2.9286], [4.1398, 0.3004, 0.2035], [4.3316, -1.2273, 1.0761], [5.0294, 0.2622, 1.7395]],
  "atomic_forces_ev_per_a": [[0.3, 0.1, -0.5], [0.0, 0.0, 0.0], [0.0, 0.0, 0.0], [-0.1, -0.1, 0.1], [0.0, 0.0, 0.0], [0.0, 0.0, 0.0], [0.0, 0.0, 0.0], [0.0, 0.1, -0.1], [-0.1, 0.0, -0.1], [0.0, 0.0, 0.1], [0.0, 0.0, 0.0], [0.0, 0.1, -0.1], [0.0, -0.1, 0.1], [0.0, 0.0, 0.0], [0.0, 0.0, 0.0], [0.0, 0.0, 0.0], [0.0, 0.0, 0.0], [0.1, 0.0, 0.1], [0.0, 0.0, 0.0], [-0.1, 0.0, 0.1], [0.0, 0.0, 0.0], [-0.1, 0.1, 0.1], [0.0, 0.0, 0.1], [-0.1, -0.1, 0.0], [0.1, 0.1, 0.0], [-0.1, -0.1, 0.0], [0.0, 0.0, 0.0], [0.0, 0.0, 0.0], [0.0, 0.0, 0.0], [0.0, -0.1, 0.0], [0.0, 0.0, -0.1], [0.0, 0.0, 0.0], [0.0, 0.0, 0.0], [-0.1, -0.1, 0.0], [0.0, 0.0, 0.0], [0.1, 0.0, 0.0], [0.0, 0.0, 0.0], [0.0, 0.0, 0.0], [0.0, 0.0, 0.0], [0.0, 0.0, 0.0], [0.0, 0.0, 0.0], [0.0, 0.0, 0.0], [0.0, 0.0, 0.0], [0.0, -0.1, 0.1], [0.0, 0.0, 0.0], [0.0, 0.0, 0.0], [0.0, -0.1, 0.0], [0.0, 0.0, 0.0], [0.0, 0.0, 0.0], [0.0, 0.0, 0.0], [0.0, 0.0, 0.0], [0.0, 0.0, 0.0], [0.0, 0.0, 0.0], [0.0, 0.0, 0.0], [0.0, 0.0, 0.0], [0.0, 0.0, 0.0], [0.0, 0.0, 0.0], [0.0, 0.0, 0.0], [0.0, 0.0, 0.0], [0.0, 0.0, 0.0], [0.0, 0.0, 0.0], [0.0, 0.0, 0.0], [0.0, 0.1, 0.1], [0.0, 0.0, 0.0], [0.0, 0.0, 0.0], [0.0, 0.0, 0.0], [0.0, 0.0, 0.0], [0.0, 0.0, 0.0], [0.0, 0.0, 0.0], [0.0, 0.0, 0.0]]
}